Record 1
C28H72BO20 | the ωB97M-V functional and the def2-TZVPD basis

Output
Relative energy (zero: lowest compared OMol25 entry of this formula, charge and spin)   129.2 kcal per mole
Total energy   -2639.758604 Eh
Orbital gap   9.4 eV

Structure (ORCA input):
```
! wB97M-V def2-TZVPD RIJCOSX def2/J DEFGRID3
* xyz -1 1
O 2.10436 3.14764 2.02678
C 1.56497 2.38280 1.26229
O 1.66478 1.07518 1.18411
B 0.94594 0.58061 0.03374
O 0.34712 1.70562 -0.61843
C 0.71168 2.75706 0.15591
O 0.32122 3.90508 0.04765
O -0.13209 -0.39361 0.45848
C 0.09704 -1.60681 -0.07312
O -0.50300 -2.66590 0.20820
C 1.42101 -1.48074 -0.92326
O 1.74129 -0.16258 -0.90668
O 1.93891 -2.35685 -1.58695
C -5.55660 7.27834 1.74474
C -5.84958 6.24082 0.67108
C -7.33655 6.18448 0.26348
O -5.13547 6.57727 -0.40070
H -5.57698 8.25703 1.26534
H -4.51187 7.19958 2.04546
H -6.25017 7.30285 2.58526
H -5.41698 5.26242 0.88018
H -7.85425 7.14072 0.18812
H -7.93381 5.66237 1.01101
H -7.36500 5.67955 -0.70209
H -4.24152 6.31705 -0.16675
C 3.51149 4.17642 -5.50055
C 4.97597 4.56762 -5.25671
C 5.86136 3.33455 -5.40266
O 5.33446 5.41138 -6.32752
H 3.18165 3.45825 -4.74984
H 3.60335 3.66568 -6.45909
H 2.90400 5.07877 -5.56996
H 5.21113 5.00941 -4.28841
H 6.20593 3.21323 -6.42962
H 5.31311 2.40742 -5.23547
H 6.84166 3.37504 -4.92781
H 6.15948 5.87075 -6.15453
C -1.77391 -10.24165 2.35421
C -2.69550 -9.28171 3.15010
C -4.17605 -9.45783 2.72967
O -2.66906 -9.47640 4.56176
H -0.73384 -10.16165 2.67033
H -1.78573 -10.01700 1.28768
H -2.17535 -11.25494 2.36775
H -2.40810 -8.25628 2.91780
H -4.84237 -8.72988 3.19251
H -4.57616 -10.44104 2.97729
H -4.29037 -9.33028 1.65321
H -1.81626 -9.17058 4.87924
C -4.66201 -7.00136 -4.75684
C -4.03908 -5.65280 -5.16302
C -2.63058 -5.73719 -5.55234
O -4.87553 -4.98065 -6.08532
H -4.46254 -7.67728 -5.58836
H -5.67078 -6.79107 -4.40148
H -4.10320 -7.37794 -3.90009
H -4.03047 -5.10716 -4.21946
H -1.97505 -6.42427 -5.01726
H -2.11976 -4.77434 -5.56173
H -2.57700 -6.08638 -6.58351
H -5.08716 -5.60937 -6.77924
C 3.58072 0.87194 8.65412
C 2.34904 0.51833 7.83693
C 2.35849 -0.90417 7.32281
O 1.28141 0.82166 8.71838
H 3.66521 0.17585 9.48864
H 3.54002 1.94285 8.85310
H 4.39570 0.64302 7.96747
H 2.41452 1.14960 6.95076
H 1.39707 -1.12038 6.85694
H 2.58387 -1.62301 8.11058
H 3.08429 -1.09767 6.53295
H 1.52209 0.64829 9.63141
C 9.11239 5.86096 1.27090
C 7.70050 6.14506 0.72279
O 6.98019 7.01548 1.56904
H 9.00768 5.11506 2.05878
H 9.43509 6.84384 1.61430
H 9.74432 5.43666 0.49068
H 7.10644 5.31216 0.34667
H 7.87853 6.81574 -0.11780
H 6.28274 6.48795 1.96511
C -7.63578 -0.92165 0.76459
C -6.39186 -1.67054 1.30555
O -6.26670 -2.87295 0.63986
H -7.93619 -0.02209 1.30185
H -8.44982 -1.64152 0.67939
H -7.48601 -0.60160 -0.26654
H -6.53842 -1.89272 2.36257
H -5.48891 -1.08216 1.14255
H -5.35702 -3.17318 0.57705
C 4.48393 -2.83020 -8.08377
O 4.48502 -3.48447 -9.35882
H 3.45787 -2.46608 -8.03163
H 4.69487 -3.58549 -7.32671
H 5.18732 -2.00130 -8.00459
H 4.28168 -2.81998 -10.02115
C -2.98226 2.02897 4.99760
O -3.26615 1.81426 6.38241
H -2.37308 1.20929 4.61664
H -3.94817 2.14349 4.50567
H -2.34650 2.90137 4.84649
H -2.40694 1.71227 6.79830
C 0.46907 10.12752 3.60366
O 1.33907 11.18968 3.80140
H -0.19723 10.26869 2.75265
H 1.06173 9.23089 3.42222
H -0.14495 10.04277 4.50026
H 2.01023 11.25332 3.11796
C -3.16843 0.25006 -4.44127
O -4.24646 -0.10923 -5.24579
H -3.04571 1.33075 -4.51294
H -3.55365 -0.00831 -3.45489
H -2.27161 -0.32100 -4.68150
H -4.25915 -1.03050 -5.51542
C 7.14675 -7.68083 -1.01765
O 8.32228 -7.39124 -0.29521
H 6.74571 -8.69088 -0.93358
H 6.29501 -7.02337 -0.84337
H 7.29096 -7.64080 -2.09733
H 8.94696 -8.11993 -0.31567
*
```

Record 2
C28H72BO20 | the ωB97M-V functional and the def2-TZVPD basis

Output
Total energy   -2639.795838 Eh
Orbital gap (alpha / beta)   3.1 / 7.1 eV

Structure (ORCA input):
```
! wB97M-V def2-TZVPD RIJCOSX def2/J DEFGRID3
* xyz -2 2
O 2.41150 -2.92551 -1.14581
C 1.58145 -2.06346 -0.97776
O 1.03031 -1.64478 0.13889
B -0.01192 -0.68523 -0.13986
O -0.06640 -0.50610 -1.55919
C 0.91455 -1.31878 -2.02320
O 1.31083 -1.39150 -3.17203
O 0.29148 0.63891 0.52816
C -0.66847 0.94562 1.41774
O -0.63929 1.87715 2.24976
C -1.71227 -0.23773 1.37648
O -1.31405 -1.04033 0.35783
O -2.74352 -0.31325 2.01451
C 3.75228 1.00303 -4.49898
C 2.48786 1.77308 -4.14783
C 2.45574 3.19879 -4.73665
O 1.46304 1.08985 -4.65260
H 3.66446 0.69091 -5.53963
H 3.74654 0.04549 -3.97823
H 4.68866 1.55056 -4.39165
H 2.23202 1.73229 -3.08906
H 2.84542 3.31354 -5.74812
H 3.09400 3.87695 -4.17022
H 1.41165 3.51086 -4.71264
H 1.36967 0.34688 -4.05187
C -2.56103 -2.18089 -3.11120
C -2.55499 -3.69918 -2.88323
C -3.32999 -4.02403 -1.61062
O -3.31655 -4.25108 -3.93323
H -2.05248 -1.67317 -2.29162
H -3.62965 -1.97773 -3.04140
H -2.16322 -1.96354 -4.10247
H -1.58005 -4.17701 -2.78699
H -4.38531 -4.19617 -1.82219
H -3.37056 -3.17996 -0.92216
H -3.12090 -4.98482 -1.14022
H -3.19747 -5.20171 -3.99433
C -0.99057 3.04648 5.90880
C 0.28656 3.44787 5.12644
C 0.19947 4.91497 4.63671
O 1.49107 3.36432 5.88378
H -0.92583 2.03070 6.29877
H -1.87548 3.07228 5.27291
H -1.23563 3.80349 6.65377
H 0.36505 2.81168 4.24486
H 1.03268 5.20283 3.99562
H 0.17663 5.63694 5.45301
H -0.70373 5.07317 4.04739
H 1.68079 2.43351 6.02230
C -3.34696 4.99307 1.86034
C -3.39372 3.94106 0.73663
C -4.11380 2.71725 1.09206
O -3.79394 4.53822 -0.48210
H -4.38398 5.14888 2.15765
H -2.70962 5.80466 1.50931
H -2.83635 4.54339 2.71191
H -2.35060 3.63365 0.66249
H -4.02615 2.32875 2.10670
H -3.90882 1.87881 0.42639
H -5.18264 2.90033 0.98177
H -4.59120 5.04027 -0.29793
C 4.72144 -3.19121 2.41931
C 4.15326 -1.84665 1.99596
C 3.18880 -1.25940 3.00237
O 5.31378 -1.06679 1.76399
H 5.21420 -3.08038 3.38523
H 5.28521 -3.58461 1.57344
H 3.82397 -3.78623 2.58844
H 3.55510 -2.06535 1.11139
H 2.92200 -0.24922 2.69179
H 3.59747 -1.26474 4.01285
H 2.23160 -1.77635 3.07052
H 6.02263 -1.30786 2.36485
C 0.56120 -6.96117 -0.77202
C 0.50259 -5.72197 -1.68609
O 1.74580 -5.47576 -2.30771
H 1.03973 -6.65303 0.15758
H 1.13788 -7.66810 -1.36850
H -0.44529 -7.30407 -0.53224
H 0.01372 -4.82045 -1.31682
H -0.06753 -6.06349 -2.55005
H 2.08783 -4.67012 -1.91329
C 1.45718 4.71038 -1.13328
C 1.38741 3.80484 0.12208
O 0.33469 4.21560 0.91433
H 2.32991 4.58920 -1.77497
H 1.32408 5.74276 -0.80988
H 0.59886 4.54775 -1.78515
H 2.30256 3.92441 0.70201
H 1.22845 2.76497 -0.16337
H -0.04526 3.50179 1.43173
C -5.67925 -1.43709 0.36288
O -7.06290 -1.06530 0.39610
H -5.25875 -0.63997 -0.25021
H -5.30765 -1.41223 1.38728
H -5.48700 -2.40924 -0.09106
H -7.38220 -1.07122 -0.50922
C 3.57762 0.95577 -0.46635
O 4.82528 1.16742 0.19920
H 2.80028 0.74787 0.26893
H 3.40371 1.84536 -1.07173
H 3.59267 0.05087 -1.07382
H 4.96028 0.37821 0.72885
C 4.16141 -2.75994 -4.29711
O 4.50250 -3.98605 -4.84893
H 3.59963 -2.12158 -4.97902
H 3.54192 -2.94204 -3.41894
H 5.09137 -2.24876 -4.04819
H 3.74456 -4.56183 -4.97383
C -1.89000 1.87276 -1.89901
O -2.48554 3.07722 -2.26384
H -1.60720 1.35127 -2.81343
H -0.99420 2.23210 -1.39254
H -2.52210 1.29177 -1.22745
H -3.04828 3.46880 -1.59184
C -3.28874 -2.07329 5.12144
O -2.81528 -3.33266 5.54270
H -3.46888 -1.32459 5.89287
H -2.69705 -1.56064 4.36303
H -4.28744 -2.11850 4.68708
H -3.23801 -3.62404 6.35388
*
```

total energy of number 1 (C28H72BO20)? -2639.758604 Eh